# C22H30N4OS5Sn

A molecular structure, C22H30N4OS5Sn (ωB97M-V/def2-TZVPD, OMol25).

Structure (XYZ):
```
63
Properties=species:S:1:pos:R:3:mulliken_charge:R:1
Sn -0.0107 0.3601 -0.1987 0.851
C 3.5481 -1.0365 0.2062 -0.422
C 4.0107 0.4073 0.1351 -0.897
S 2.7555 1.5888 -0.4789 0.060
C 2.8069 2.8937 0.7996 -0.744
C 2.5108 2.4939 2.2321 -0.740
S 0.8964 1.6641 2.4513 0.014
C 1.3312 0.1580 3.3876 -0.741
C 2.3765 -0.7562 2.7797 -0.895
S 1.9898 -1.3851 1.0985 0.198
H 4.3222 -1.6384 0.6859 0.576
H 3.3697 -1.4316 -0.7936 -0.015
H 4.8464 0.4554 -0.5650 0.568
H 4.3523 0.7748 1.1006 0.508
H 2.0750 3.6220 0.4530 0.382
H 3.7973 3.3468 0.7457 0.448
H 2.4775 3.4024 2.8340 0.533
H 3.2741 1.8395 2.6458 0.357
H 0.3806 -0.3619 3.5027 0.381
H 1.6681 0.4807 4.3739 0.501
H 2.4628 -1.6397 3.4137 0.545
H 3.3505 -0.2750 2.7253 0.440
C -1.4015 -4.3719 -1.3011 -1.544
C -0.6252 -3.1130 -1.1253 -0.046
N -1.0242 -2.1636 -0.3331 0.753
N -2.1996 -2.3822 0.3141 -0.699
C -2.7488 -1.4199 0.8897 0.427
S -2.4050 0.2689 1.0481 -0.164
S -4.2128 -1.2985 1.8542 -0.054
C -5.4996 -1.2920 0.5396 -1.203
C -5.4689 -2.5963 -0.1795 0.668
C -6.0023 -3.7357 0.4207 -0.372
C -6.0021 -4.9417 -0.2548 -0.668
C -5.4546 -5.0236 -1.5249 -0.397
C -4.8960 -3.8999 -2.1158 -0.819
C -4.8907 -2.6931 -1.4412 -0.051
C 0.5844 -2.9449 -1.9089 0.875
C 1.3464 -4.0508 -2.2939 -0.607
C 2.4924 -3.9144 -3.0581 -0.822
C 2.8868 -2.6547 -3.5069 -0.521
C 2.1523 -1.5468 -3.1634 -0.380
C 0.9891 -1.6492 -2.3638 0.351
O 0.3080 -0.5749 -2.1309 -0.790
H -2.4323 -4.2328 -0.9838 0.220
H -0.9567 -5.1518 -0.6822 0.387
H -1.3668 -4.7014 -2.3355 0.466
H -5.3169 -0.4385 -0.1117 0.420
H -6.4278 -1.1420 1.0912 0.516
H -6.4292 -3.6689 1.4101 0.418
H -6.4287 -5.8163 0.2090 0.417
H -5.4588 -5.9620 -2.0562 0.433
H -4.4683 -3.9611 -3.1039 0.460
H -4.4618 -1.8170 -1.9064 0.394
H 1.0649 -5.0352 -1.9560 0.464
H 3.0852 -4.7805 -3.3042 0.446
H 3.7771 -2.5487 -4.1064 0.462
H 2.4141 -0.5621 -3.5175 0.498
N -1.0892 2.2382 -2.6897 -0.433
N -0.7086 2.6436 -1.3743 -0.494
H -1.4304 3.0159 -3.2540 0.305
H -1.8128 1.5283 -2.6377 0.198
H -1.4296 3.2027 -0.9014 0.296
H 0.1081 3.2451 -1.4911 0.283
```

Summary:
Spin multiplicity ... 1
Total charge ... +2
Highest occupied orbital energy (spin up / spin down) ... -13.220 / -13.220 eV
LUMO (spin up / spin down) ... -8.411 / -8.413 eV
Frontier orbital gap (spin up / spin down) ... 4.809 / 4.807 eV

# C22H30N7PSTeZr

A molecular structure, C22H30N7PSTeZr (ωB97M-V/def2-TZVPD, OMol25).

Structure (XYZ):
```
63
Properties=species:S:1:pos:R:3:mulliken_charge:R:1
Zr -1.2411 -0.6776 0.1750 -0.583
N -4.4535 -2.5672 2.6145 -0.358
C -3.6763 -2.1920 1.6084 0.847
S -3.2220 -0.4594 1.5797 -0.457
N -3.3270 -3.0606 0.6946 -1.379
N -2.5317 -2.4807 -0.2470 0.752
C -2.4376 -3.0347 -1.3986 -0.551
C -1.6262 -2.3793 -2.4286 0.856
C -1.5313 -2.8802 -3.7105 -0.925
C -0.7651 -2.1908 -4.6462 -0.334
C -0.1184 -1.0271 -4.2698 -0.862
C -0.2550 -0.5858 -2.9643 -0.107
N -0.9914 -1.2386 -2.0589 -0.142
H -4.7590 -1.9153 3.3162 0.214
H -4.7782 -3.5219 2.6587 0.268
H -2.9855 -3.9472 -1.6135 0.416
H -2.0491 -3.7909 -3.9783 0.491
H -0.6789 -2.5673 -5.6567 0.460
H 0.4889 -0.4645 -4.9639 0.457
H 0.2488 0.3134 -2.6274 0.504
C -0.7741 4.8247 -1.1814 -0.978
N 0.0894 4.3434 -0.0975 0.124
C -0.4848 4.7535 1.1854 -0.887
N -1.8622 4.2960 1.3652 0.131
C -2.6808 4.7797 0.2506 -0.961
N -2.1633 4.3755 -1.0570 0.135
C -2.3028 2.9426 -1.2845 -1.089
P -1.3184 2.0241 -0.0191 2.644
C 0.3094 2.9106 -0.1659 -0.879
C -1.9475 2.8620 1.5243 -1.026
H -0.3691 4.5007 -2.1412 0.393
H -0.7700 5.9141 -1.1569 0.312
H -0.4797 5.8423 1.2274 0.297
H 0.1343 4.3739 1.9995 0.404
H -2.6927 5.8687 0.2874 0.296
H -3.7034 4.4189 0.3670 0.397
H -1.9546 2.6920 -2.2893 0.465
H -3.3542 2.6553 -1.2188 0.414
H 0.7896 2.6565 -1.1141 0.399
H 0.9605 2.5777 0.6448 0.407
H -1.3443 2.5240 2.3694 0.415
H -2.9835 2.5619 1.6961 0.560
C 5.8076 -3.4389 0.4785 -1.432
C 4.5370 -2.7413 0.8693 0.429
C 4.5503 -1.6366 1.7084 -1.007
C 3.3839 -0.9860 2.1074 0.882
C 3.4688 0.1856 3.0451 -1.676
C 2.1706 -1.4745 1.6239 0.138
Te 0.3730 -0.6193 2.3585 0.086
C 2.1223 -2.5845 0.7747 1.464
C 0.8153 -3.1109 0.2611 -0.972
C 3.3061 -3.2015 0.4055 -1.081
H 6.6828 -2.8898 0.8189 0.365
H 5.8756 -3.5525 -0.6038 0.361
H 5.8476 -4.4382 0.9147 0.334
H 5.5001 -1.2675 2.0766 0.321
H 4.5061 0.4453 3.2437 0.381
H 2.9955 -0.0377 4.0041 0.407
H 2.9764 1.0689 2.6320 0.262
H 0.3506 -2.3349 -0.3840 -0.009
H 0.1218 -3.3918 1.0551 0.403
H 0.9254 -3.9570 -0.4176 0.395
H 3.2744 -4.0671 -0.2469 0.412
```

Summary:
Spin multiplicity ... 1
Total charge ... +2
Highest occupied orbital energy ... -13.336 eV
LUMO ... -7.494 eV
Frontier orbital gap ... 5.842 eV

# C22H30NO

A gas-phase ion, C22H30NO (charge +1) (ωB97M-V/def2-TZVPD, OMol25).

Structure (XYZ):
```
54
Properties=species:S:1:pos:R:3:mulliken_charge:R:1
C -0.3782 -4.0642 -0.5761 -1.884
C 0.2794 -2.7677 -0.0984 1.386
C 1.8007 -2.8895 -0.2515 -1.297
C -0.2859 -1.5804 -0.9257 -1.020
C 0.1191 -0.2623 -0.2854 0.959
N -0.2786 0.9574 -1.0921 0.768
C 0.7292 1.2486 -2.1559 -0.355
C 1.7450 2.2925 -1.6812 -1.437
C 2.4449 1.8669 -0.4158 0.286
C 3.4719 0.9295 -0.4636 -0.095
C 4.0760 0.4911 0.7018 -0.622
C 3.6608 0.9854 1.9282 -0.481
C 2.6504 1.9297 1.9843 -0.790
C 2.0439 2.3661 0.8178 0.015
C -1.6708 0.9613 -1.6293 -1.016
C -2.7141 1.0083 -0.5442 0.345
C -3.6560 -0.0036 -0.4121 -0.156
C -4.6142 0.0617 0.5856 -0.803
C -4.6373 1.1369 1.4573 -0.471
C -3.7109 2.1583 1.3209 -0.918
C -2.7572 2.0974 0.3215 0.124
C -0.4013 -0.2206 1.1451 -0.585
C 0.2199 -1.4211 1.8785 -0.805
O -0.1171 -2.6303 1.2588 -0.472
H 0.0168 -4.8992 -0.0068 0.449
H -0.1833 -4.2295 -1.6313 0.373
H -1.4504 -4.0212 -0.4080 0.396
H 2.3307 -1.9840 0.0337 0.082
H 2.0494 -3.1284 -1.2815 0.395
H 2.1527 -3.6977 0.3835 0.429
H 0.0780 -1.6632 -1.9504 0.532
H -1.3713 -1.6796 -0.9196 0.250
H 1.2108 -0.2083 -0.2337 -0.993
H -0.2321 1.7333 -0.4174 0.042
H 1.2325 0.3192 -2.4240 0.363
H 0.2181 1.6216 -3.0445 0.485
H 1.2388 3.2478 -1.5241 0.350
H 2.4758 2.4347 -2.4787 0.514
H 3.8041 0.5490 -1.4189 0.432
H 4.8754 -0.2319 0.6522 0.456
H 4.1339 0.6460 2.8359 0.440
H 2.3370 2.3320 2.9352 0.441
H 1.2738 3.1252 0.8707 0.447
H -1.7726 1.8584 -2.2478 0.531
H -1.8046 0.0880 -2.2676 0.478
H -3.6519 -0.8395 -1.0962 0.400
H -5.3427 -0.7280 0.6792 0.416
H -5.3826 1.1859 2.2350 0.421
H -3.7373 3.0065 1.9868 0.437
H -2.0549 2.9131 0.2079 0.453
H -1.4853 -0.3190 1.1772 0.064
H -0.1048 0.7000 1.6496 0.485
H -0.1824 -1.4944 2.8900 0.469
H 1.3088 -1.2880 1.9452 0.285
```

Summary:
Spin multiplicity ... 1
Total charge ... +1
Highest occupied orbital energy ... -12.488 eV
LUMO ... -2.237 eV
Frontier orbital gap ... 10.250 eV

Taking the records one at a time from the top gives ΔE to the lowest compared entry with this formula, charge and spin values of 48.5 2.8 5.6 kcal/mol.
Taking the records one at a time from the top gives calculated total energy values of -3355.219848 -2293.766494 -986.099198 Ha.
Taking the records one at a time from the top gives max |F| values of 3.60 0.52 0.78 eV/A.